[1]
19
Properties=species:S:1:pos:R:3:forces:R:3 method="wB97M-V/def2-TZVPD" energy_ev=-33469.8492 total_charge=0 smiles=OB(c1ccc(Cl)s1)C1CC1 orbital_gap_ev=8.983 homo_energy_ev=-8.55 e_above_lowest_kj_mol=0.00
O -0.200282 2.199673 0.480473 -2.9 4.4 -0.2
B -0.181546 0.904400 0.477828 -1.4 -3.9 -0.1
C 1.156232 0.186039 0.452465 0.6 -1.3 -0.5
C 1.402672 -1.200344 0.365126 -3.2 1.3 -0.3
C 2.719015 -1.499551 0.065559 3.0 -2.5 0.8
C 3.506551 -0.370528 0.009854 -1.3 0.9 -0.5
Cl 5.167026 -0.249053 -0.308425 0.5 -0.2 0.0
S 2.553592 1.104840 0.109631 1.1 -1.4 0.5
C -1.495747 -0.004854 0.332697 0.1 1.1 0.4
C -2.872506 0.602117 0.114393 2.2 -3.7 -1.4
C -2.118679 -0.069525 -1.068375 0.8 -0.6 0.9
H -1.159046 2.591601 0.420685 2.7 -1.1 0.3
H 0.460265 -1.853039 0.322678 2.0 0.6 0.4
H 3.240310 -2.567987 0.094552 -1.4 2.5 -0.3
H -1.556636 -0.903983 0.960948 0.1 0.3 -0.5
H -3.110412 1.532868 -0.140070 -0.4 4.2 -0.3
H -3.661301 0.113044 0.591572 -1.1 -1.0 0.4
H -2.312810 -1.053675 -1.500217 -0.4 0.3 0.4
H -1.536695 0.537960 -1.781374 -0.9 0.1 0.4

[2]
18
Properties=species:S:1:pos:R:3:forces:R:3 method="wB97M-V/def2-TZVPD" energy_ev=-11599.4931 total_charge=0 orbital_gap_ev=7.678 homo_energy_ev=-9.23 e_above_lowest_kj_mol=287.50
B 2.965764 -1.509775 -3.267060 0.0 -0.3 -2.0
C -2.381512 1.033909 1.893673 0.1 0.0 0.1
C -1.171651 0.866991 2.547055 -0.1 0.0 0.0
C -2.478276 0.773712 0.534199 -0.1 0.0 -0.1
C -0.055810 0.436424 1.849863 0.1 -0.1 -0.2
C -1.370731 0.346871 -0.169561 0.1 0.0 0.1
C -0.152822 0.170622 0.488260 -0.6 0.1 0.0
C 1.025298 -0.317011 -0.249314 0.7 0.0 0.9
N 0.952714 -0.657080 -1.434828 2.1 -1.1 -1.9
O 2.868297 -1.315003 -2.013764 -2.5 1.3 3.5
H 4.037976 -1.865818 -3.645993 0.4 -0.1 0.0
H 2.120909 -1.373684 -4.085321 -0.4 0.1 -0.1
H -3.246734 1.366572 2.446247 -0.1 0.0 0.0
H -1.095532 1.071611 3.603777 0.0 0.0 0.1
H -3.422213 0.904233 0.025772 -0.1 0.0 0.0
H 0.883636 0.302374 2.365933 0.1 0.0 0.0
H -1.421227 0.139908 -1.227687 -0.1 0.0 -0.1
H 1.941913 -0.374856 0.338750 0.3 -0.1 -0.2

[3]
20
Properties=species:S:1:pos:R:3:forces:R:3 method="wB97M-V/def2-TZVPD" energy_ev=-151932.5105 total_charge=+1 orbital_gap_ev=8.495 homo_energy_ev=-12.45 e_above_lowest_kj_mol=320.66
C 1.263528 -1.312157 0.330033 2.6 -4.1 0.2
C 2.512467 -0.962271 0.116150 2.8 0.4 0.6
C 2.251415 1.287974 -0.180555 -3.0 -2.2 0.4
C 0.182064 0.741844 -0.125766 5.3 2.1 -0.1
C -1.303929 -2.336652 -0.392242 -1.4 0.9 0.8
C -1.136618 -1.294165 0.413675 1.8 -0.7 -1.4
C -2.057500 1.902713 0.012382 -0.7 -2.5 1.0
N 3.026667 0.340384 0.032068 -1.7 0.5 -0.7
N 0.218780 -0.532721 0.194118 -7.6 2.1 0.4
N -0.652250 1.734474 -0.306758 -0.6 -1.8 0.6
Br 4.015438 -2.104455 0.106090 -0.6 -0.6 0.1
Br 2.632170 3.012207 -0.457252 -0.1 1.1 -0.1
H 0.980085 -2.374675 0.570746 0.8 1.4 -0.4
H -2.158426 -3.018618 -0.464409 0.3 0.4 0.6
H -0.575800 -2.448317 -1.123459 1.2 -0.5 -1.4
H -1.711294 -1.055983 1.263931 -0.4 0.7 0.8
H -2.147510 2.610971 0.814836 0.0 0.4 0.3
H -2.417886 0.917671 0.401048 -0.2 1.0 -0.6
H -2.597216 2.237899 -0.848901 -0.4 0.0 -0.5
H -0.324193 2.653869 -0.355733 2.0 1.2 -0.6

[4]
21
Properties=species:S:1:pos:R:3:forces:R:3 method="wB97M-V/def2-TZVPD" energy_ev=-37259.8214 total_charge=0 smiles="On1c2c(cn/c1=N/Cl)[C@H](S)CC2" orbital_gap_ev=8.021 homo_energy_ev=-7.97 e_above_lowest_kj_mol=133.66
O -2.789043 1.329759 0.549505 -0.1 1.4 0.0
N -2.298469 0.096071 0.236943 -0.1 -1.7 -0.1
C -0.945351 0.003616 0.017013 -1.8 -0.8 -0.2
C -0.346009 -1.176837 -0.377936 -2.6 1.2 1.1
C -1.251454 -2.279335 -0.585551 2.1 -1.2 -0.6
N -2.519166 -2.155166 -0.423754 0.4 -1.2 -0.5
C -3.121205 -1.003952 -0.084109 -3.8 1.2 0.7
N -4.480227 -1.118184 -0.063785 3.2 -0.5 -0.3
Cl -5.561131 0.150379 0.270501 0.4 0.7 0.3
C 1.093323 -0.957127 -0.414220 1.4 0.2 -0.1
S 1.995136 -1.787501 0.943554 0.5 -1.0 -0.4
C 1.329042 0.542667 -0.247503 -1.9 2.2 -2.9
C -0.096921 1.180845 -0.011233 2.8 -1.0 3.9
H -3.575290 1.350261 1.149236 0.7 -1.1 -0.6
H -0.810976 -3.314250 -0.965436 -1.1 2.1 1.0
H 1.412129 -1.244209 -1.405902 1.0 -0.7 0.1
H 1.171537 -1.465902 1.944242 -0.3 0.2 -0.1
H 1.757692 1.118872 -1.145012 -0.4 -1.4 0.9
H 1.904310 0.863018 0.546145 1.5 -0.1 1.7
H -0.321697 1.766939 -0.794707 -1.2 2.3 -2.6
H -0.037488 1.795189 0.939293 -0.6 -0.6 -1.1

[5]
20
Properties=species:S:1:pos:R:3:forces:R:3 method="wB97M-V/def2-TZVPD" energy_ev=-36885.6124 total_charge=-1 orbital_gap_ev="5.475 / 6.489" homo_energy_ev="-1.99 / -5.33" spin_multiplicity=3 s_squared=2.007
C 0.281294 0.875110 1.789498 8.4 3.6 2.1
C 1.552321 0.956796 1.060459 -2.3 2.3 6.6
C -0.744070 0.088840 1.453110 -4.5 -2.7 -1.4
C 1.532863 0.524362 -0.184126 2.9 -1.4 -6.3
C -0.784525 -0.697341 0.158794 -0.5 1.8 -0.9
C 0.395560 -0.100976 -0.835542 -1.1 -0.1 1.1
C -0.780711 -2.256683 0.310747 4.1 1.1 -0.8
O -1.490713 0.666986 -2.574277 1.4 0.6 0.7
O -1.005028 2.213927 -0.753348 0.7 -0.7 0.0
O 0.647285 1.964457 -2.560046 -0.6 -0.7 0.6
S -0.425310 1.338544 -1.777469 -1.7 0.3 -1.7
Cl 0.930480 -1.296617 -2.059751 0.1 0.1 -0.2
H 0.412475 1.350690 2.808133 -0.8 -0.6 -1.1
H 2.517982 1.512134 1.409156 -2.3 -1.0 -0.2
H -1.676781 0.138455 2.081593 1.0 -0.2 -0.8
H 2.437757 0.858034 -0.848483 -2.0 -0.9 0.9
H -1.707771 -0.309841 -0.468902 1.2 -1.3 1.4
H -1.572637 -2.736521 0.797873 -1.6 -0.1 0.6
H 0.221042 -2.591185 0.986624 -2.4 0.8 -2.3
H -0.741511 -2.499174 -0.794042 0.2 -0.9 1.6

[6]
21
Properties=species:S:1:pos:R:3:forces:R:3 method="wB97M-V/def2-TZVPD" energy_ev=-38937.5193 total_charge=-1 orbital_gap_ev=6.478 homo_energy_ev=-3.43 e_above_lowest_kj_mol=0.00
C 2.875718 -1.489515 -0.058221 0.2 -0.5 0.2
C 1.733323 0.193751 -1.059537 0.7 0.7 0.5
C 0.165803 -0.658221 2.270765 0.0 -0.1 0.0
C -0.549222 -0.317955 1.212925 -0.3 0.3 -0.1
C 2.681529 0.684223 -0.214896 -0.3 0.1 -0.4
C -3.038191 0.173539 -1.073634 0.0 0.1 0.0
C -1.957996 1.144647 -0.633530 0.0 -0.1 0.4
O 1.906350 -1.249091 -0.936932 -0.2 0.0 -0.2
O 3.251072 -2.586583 0.270609 0.1 -0.1 0.1
O 0.879483 0.657098 -1.807878 -0.3 -0.2 -0.3
O 3.387200 -0.352619 0.418834 0.1 0.0 0.1
S -1.655980 1.044517 1.166349 0.0 0.1 -0.1
Cl 3.052081 2.285026 0.245239 0.0 -0.1 0.0
H 0.833457 -1.502595 2.236894 0.1 -0.2 -0.1
H 0.122907 -0.101082 3.191687 0.0 0.2 0.2
H -0.501521 -0.853819 0.277411 0.2 -0.2 -0.1
H -2.753547 -0.850622 -0.838933 0.0 -0.1 0.0
H -3.978446 0.394189 -0.568536 -0.1 -0.1 0.0
H -3.188553 0.248154 -2.149514 -0.1 0.0 -0.1
H -2.262141 2.175575 -0.814849 0.0 0.0 0.0
H -1.003325 0.961390 -1.134254 -0.1 0.1 0.0

[7]
25
Properties=species:S:1:pos:R:3:forces:R:3 method="wB97M-V/def2-TZVPD" energy_ev=-26409.1615 total_charge=+1 orbital_gap_ev=8.021 homo_energy_ev=-13.56
O -0.216745 -1.835584 4.638689 -0.1 -0.5 -0.3
C 0.799642 -1.555060 4.128625 0.3 1.1 1.5
F 1.591467 -0.606582 4.750083 -0.3 -1.3 -1.7
N 1.318631 -2.055340 2.866264 -1.6 0.1 1.4
C 0.877411 -3.392554 2.560606 -0.2 -1.4 -1.2
O 0.913869 -3.757545 1.434909 0.0 0.2 0.0
F 0.472561 -4.278578 3.502420 0.9 2.2 -0.1
C 0.914029 -1.108652 1.800581 2.1 -0.4 0.3
C 2.024415 -0.325663 1.231859 -3.2 2.0 -2.5
C 1.537865 0.637797 0.200019 -0.7 -3.3 3.3
C 0.093375 0.564825 0.014983 0.6 2.0 -1.6
N -0.782806 -0.264001 0.620756 2.5 1.0 -0.4
N -0.381064 -1.120478 1.531021 1.0 0.1 0.3
H 3.092949 -0.397730 1.523823 -1.1 -0.2 0.0
H 2.219291 1.342482 -0.324609 -1.0 -0.6 0.3
H -0.355467 1.293964 -0.731975 0.2 -1.0 0.8
H -1.784187 -0.220812 0.398718 0.5 -0.1 0.2
C -1.451224 2.097253 -3.263561 -0.1 0.1 -0.6
O -1.234243 2.008300 -2.052449 -0.1 0.0 0.1
N -1.005705 3.136658 -4.004185 0.3 0.2 0.3
N -2.152414 1.163213 -3.948157 -0.1 -0.3 0.3
H -1.170147 3.230517 -4.989671 0.0 0.0 0.0
H -0.481427 3.850132 -3.527223 -0.1 0.0 -0.1
H -2.500028 0.376218 -3.428949 0.0 0.1 -0.1
H -2.340050 1.217222 -4.932578 0.0 0.0 0.0

[8]
17
Properties=species:S:1:pos:R:3:forces:R:3 method="wB97M-V/def2-TZVPD" energy_ev=-24775.3359 total_charge=0 orbital_gap_ev="7.378 / 7.519" homo_energy_ev="-7.74 / -8.41" e_above_lowest_kj_mol=0.00
C 1.310609 -2.210964 -0.238699 0.7 2.4 -1.6
C 0.091090 -2.454200 0.258606 -1.1 -1.7 1.9
C 1.573473 -0.986695 -0.911615 -3.2 -1.6 1.2
C -0.895480 -1.528621 0.176439 -0.8 0.9 -0.7
C 0.513863 -0.139097 -1.188621 0.2 -2.4 2.0
C -0.742586 -0.416472 -0.631814 0.0 0.4 -0.1
C -1.730060 2.787449 0.481326 0.6 -0.9 -2.2
P -2.110925 0.580304 -1.225075 0.1 2.0 1.3
I -3.902237 -0.293580 0.134962 -0.7 0.2 0.0
H 2.020270 -2.950027 -0.295122 1.8 -1.6 0.3
H -0.189998 -3.372587 0.798847 0.6 0.3 -0.4
H 2.486659 -0.831878 -1.324061 2.6 0.6 -1.1
H -1.850901 -1.706849 0.621678 -0.1 -0.3 0.2
H 0.706954 0.652283 -1.793285 0.2 2.5 -1.7
H -1.878215 3.642302 -0.146247 0.7 0.2 -0.7
H -0.819672 2.581909 0.982949 1.2 -0.1 -0.3
H -2.465480 2.844299 1.177697 -2.6 -0.7 1.9

[9]
21
Properties=species:S:1:pos:R:3:forces:R:3 method="wB97M-V/def2-TZVPD" energy_ev=-20423.6204 total_charge=+3 orbital_gap_ev="7.536 / 4.672" homo_energy_ev="-17.84 / -22.58" spin_multiplicity=5 s_squared=6.014
Ir -0.108166 0.364154 -0.054493 0.0 -0.2 2.0
O 0.066815 3.381497 0.669049 -0.3 -3.7 -1.1
C -0.006211 2.275882 0.346956 0.3 4.7 0.7
C -0.219239 -1.580087 0.093363 -0.1 -3.8 -0.3
O -0.280981 -2.719340 0.235930 0.1 3.0 -0.3
C 1.840415 0.251175 0.128738 4.0 -0.3 0.3
O 2.958158 0.161547 0.391498 -3.3 0.3 -0.8
C -2.060994 0.432694 0.094348 -4.0 0.2 -0.1
O -3.193094 0.445513 0.297207 3.3 0.0 -0.5
C -0.049640 0.911299 -4.292775 -0.3 -7.1 -0.3
H -0.951426 1.535251 -4.280108 -0.6 1.3 -0.1
H 0.907207 1.446109 -4.259806 0.7 1.2 -0.1
C -0.113180 -0.424729 -4.353459 0.3 7.1 0.4
H 0.787943 -1.050194 -4.373279 0.6 -1.3 -0.2
H -1.069729 -0.960492 -4.393564 -0.7 -1.2 -0.2
C 0.531252 -0.969214 4.008820 1.2 0.7 -2.1
O -0.156986 0.113475 3.388125 0.8 -1.8 1.1
H 1.418159 -1.217587 3.418515 0.0 0.5 0.2
H -0.101627 -1.864812 3.982824 -0.9 -0.3 0.6
H 0.785883 -0.722716 5.053134 -0.4 0.0 0.6
H -0.984568 0.190567 3.898985 -0.7 0.7 0.3

[10]
16
Properties=species:S:1:pos:R:3:forces:R:3 method="wB97M-V/def2-TZVPD" energy_ev=-8864.5656 total_charge=+1 orbital_gap_ev=10.090 homo_energy_ev=-13.86 e_above_lowest_kj_mol=376.87
C -0.192951 -0.576473 -2.129960 -1.1 0.6 -2.3
C -1.311210 -0.633849 -1.231331 0.2 0.3 -0.6
C 1.676389 0.681686 -1.189241 0.9 1.2 -0.2
C 0.719779 1.584101 -1.102438 0.4 1.2 0.0
C 0.772006 -0.457841 -1.129523 -0.5 -1.1 0.2
C -0.475865 0.688877 -1.065647 0.1 -1.8 1.3
C -0.315604 -0.467240 -0.110197 -0.8 -1.0 -2.1
N -0.290438 -0.556042 3.193305 -1.1 -1.7 0.9
H -0.234454 -0.223002 -3.164754 0.4 -0.6 0.2
H -2.341820 -0.708383 -1.507144 -0.5 -0.2 0.7
H 2.718111 0.741563 -1.374752 0.7 0.0 0.3
H 0.646221 2.611610 -0.898751 0.2 1.2 -0.2
H -0.372959 -0.826033 0.847627 -0.1 0.4 2.9
H 0.228945 0.147594 3.703967 -0.6 0.6 0.0
H 0.089657 -1.394225 3.670596 -0.3 0.2 -0.7
H -1.315806 -0.612341 3.488242 1.9 0.8 -0.3